1.
Density functional theory data (wB97M-V/def2-TZVPD) for a structure of composition C21H13F13N4O8V.

## Properties
- HOMO (alpha / beta): -1.2 / -2.3 eV
- Total charge: -2
- Gap between HOMO and LUMO (alpha / beta): 5.667 / 6.773 eV
- Expectation value of S²: 3.76
- Multiplicity: 4

The geometry in XYZ format:
```
60
Properties=species:S:1:pos:R:3:forces:R:3
V 0.26033 0.15006 0.13218 0.3264 0.5208 -0.0701
F -2.01939 -2.95007 0.67923 0.0529 -0.0763 -0.0612
F -0.66904 -1.55180 4.31700 0.0237 -0.0093 0.0321
F -3.11737 -1.14361 0.24340 0.0004 -0.0052 0.0974
F -1.18046 6.69863 1.09936 0.0151 -0.0224 0.0164
F -2.68384 -2.31821 4.25754 -0.0589 -0.0367 0.0573
F -1.23907 1.72717 -1.07928 -0.1369 0.0272 0.0463
F 0.25269 4.82810 2.25231 0.0187 -0.0426 0.0040
F -3.82726 -2.50454 1.76799 0.0139 -0.0353 0.0289
F -2.03349 0.67845 3.78220 -0.0463 -0.0138 -0.0456
F -2.69053 3.68882 -2.19186 0.0177 -0.0214 0.0084
F -2.73939 0.99393 1.76820 -0.0024 0.0504 0.0166
F -1.11456 -3.28887 3.13289 -0.0086 -0.0603 -0.0074
F -3.91285 -0.18471 3.14311 -0.0355 0.0514 0.0139
O 1.58862 0.67853 -1.44451 -0.1779 -0.2685 0.0526
O -2.32787 -4.13697 -3.05759 0.1046 0.1656 0.0265
O 1.04364 -4.15572 -6.51763 0.0630 0.0987 0.0995
O -2.74043 -2.14452 -2.35705 0.0928 -0.0140 -0.0630
O -0.36049 -1.33794 -1.18022 0.0503 -0.0289 0.1073
O 3.42685 -0.17070 -2.37950 -0.0295 -0.0455 -0.0609
O -0.67609 -0.79204 1.75886 -0.0491 -0.2006 -0.0071
O 2.84840 -3.02015 -6.22309 -0.0854 0.0105 0.0741
N 1.71828 -3.34832 -5.87638 0.0930 -0.2361 -0.3974
N -1.98894 -2.97674 -2.81788 -0.4893 -0.2639 0.0612
N 2.08741 0.09365 1.49745 -0.0402 -0.2140 -0.0027
N 0.23899 2.08097 1.12629 0.0082 0.0341 -0.1072
C -1.59028 -2.09152 3.50353 0.0632 0.1438 -0.0671
C -2.71249 -1.95513 1.22154 -0.0182 0.1415 0.0252
C -2.65272 0.08843 2.73970 0.0614 -0.0549 -0.0126
C 0.09012 -1.67230 -2.30508 -0.1405 -0.0932 -0.1553
C -0.10512 -3.15163 -4.28367 -0.0399 -0.0633 -0.1266
C -1.83957 -1.16634 2.26179 -0.1091 0.0614 -0.0236
C -1.98001 5.25140 -0.57688 -0.0373 0.1187 0.0066
C -1.20776 5.45796 0.54921 -0.0166 -0.0504 -0.0523
C -0.41547 3.13268 0.64933 0.0882 -0.0383 0.1670
C -0.45845 4.46817 1.14609 -0.0584 0.0817 -0.0487
C 2.42953 -1.27773 1.87959 -0.0190 0.0797 0.0221
C 2.21137 -0.18249 -2.15398 -0.0104 0.2981 0.2413
C 1.62033 0.83850 2.67714 -0.0154 0.0339 0.0026
C 1.16536 -2.77962 -4.69322 -0.0450 0.2549 0.3856
C -0.63958 -2.58498 -3.15604 0.4331 0.1185 0.0118
C 1.88797 -1.83082 -3.95040 -0.0175 -0.1572 -0.1945
C 3.25313 0.75198 0.90150 0.0476 0.0637 0.0979
C 1.07469 2.21337 2.30509 -0.0304 -0.0409 0.0257
C 1.37547 -1.26731 -2.81618 0.0765 0.0186 -0.0061
C -1.21913 2.96681 -0.51826 0.0909 -0.1819 0.0299
C -1.95842 3.96166 -1.08983 -0.0108 -0.0080 -0.0424
H 2.44372 0.94577 3.40328 0.0267 0.0142 -0.0147
H 1.54395 -1.76856 2.27973 -0.0123 0.0131 0.0029
H -0.67964 -3.86943 -4.84810 0.0051 -0.0131 -0.0070
H 0.51951 2.58103 3.17674 -0.0024 0.0111 -0.0052
H 2.87491 -1.52428 -4.26470 0.0060 0.0033 -0.0181
H 2.77292 -1.82355 1.00056 -0.0036 0.0149 -0.0247
H 4.05563 0.84789 1.65271 -0.0265 -0.0048 0.0025
H 3.23135 -1.28981 2.63587 -0.0002 0.0018 -0.0074
H 1.90153 2.91996 2.15178 0.0025 -0.0237 -0.0523
H 3.61903 0.18891 0.04784 -0.0199 -0.0413 -0.0374
H -2.55955 6.04012 -1.03173 0.0183 -0.0264 0.0198
H 0.82878 0.25106 3.13800 0.0008 -0.0225 -0.0590
H 2.97482 1.73639 0.53407 -0.0074 -0.0172 -0.0053
```
Forces are in eV/Å.

=====

2.
Density functional theory data (wB97M-V/def2-TZVPD) for a structure of composition C26H32NO4S2Tc at a distorted geometry.

## Properties
- HOMO (alpha / beta): -10.0 / -11.2 eV
- Total charge: +1
- Gap between HOMO and LUMO (alpha / beta): 5.440 / 6.410 eV
- Expectation value of S²: 3.79
- Multiplicity: 4

The geometry in XYZ format:
```
66
Properties=species:S:1:pos:R:3:forces:R:3
Tc 0.29380 0.05619 1.41629 -0.1336 -1.1215 -2.7789
S -1.99252 -0.06083 1.69194 -2.0020 0.1455 1.1184
S -1.64583 -3.21553 4.51591 0.2373 0.0353 -0.3961
O -0.77133 1.62112 -3.51826 -0.9709 0.4525 -2.5237
O -0.27735 -3.52541 4.85180 -1.0156 0.1826 -0.1863
O 0.97906 -0.45615 -3.35848 -0.5899 -0.2525 1.1461
O -2.65675 -4.23210 4.48590 0.7691 0.7541 -0.1724
N -1.57447 -2.33329 2.98934 0.5194 0.1530 0.1343
C -2.20572 1.53748 -3.63209 -0.3401 0.3563 0.8261
C -0.37857 2.33374 -4.72934 0.9161 0.8009 0.1931
C -2.33747 0.84206 6.31214 0.0484 -0.1633 -0.0370
C 0.24013 1.87134 2.58950 0.4872 0.3871 0.3521
C 0.31051 -2.22456 -0.13593 -0.4347 0.0812 0.6678
C 2.06577 0.44403 2.54776 0.8639 1.4692 0.3918
C 1.41368 -1.29204 -4.45215 0.1345 0.7889 0.1897
C -2.15583 -1.56138 6.69732 -0.1871 0.1513 -0.3786
C -2.01146 -1.06016 3.09101 0.6750 -0.6533 -2.1408
C 0.88172 0.79128 3.28870 0.8149 1.1663 1.0782
C -2.19265 -0.24847 7.19199 -0.0974 -0.1113 -0.3885
C 2.26047 0.20763 -3.23360 0.4672 -0.3800 -1.3918
C -2.33619 -0.66391 4.43746 0.0111 -0.1259 1.1388
C -0.48910 -2.72121 2.00026 -0.8935 0.6733 1.0033
C 1.01593 2.17078 1.41378 0.5282 0.2100 0.2276
C 3.12542 -0.41352 -2.16215 0.3711 -0.4231 0.0499
C 0.75844 -1.83480 2.13756 0.3088 -1.8746 0.1082
C -2.69585 1.81039 -5.07044 0.2134 -0.4223 -0.0708
C 2.35538 1.70392 -3.04200 -0.0359 0.3141 -0.0817
C -0.83728 -2.52993 0.56216 0.3060 -1.1030 -0.4910
C -2.44517 0.64943 4.93312 -0.2144 -0.7730 -0.2070
C -2.18474 -1.74363 5.31819 0.2045 0.8910 0.8769
C 1.32663 -1.74491 0.80507 -0.5977 -0.7112 -0.0987
C 2.16834 1.31966 1.40563 -0.5782 0.3352 0.9934
C 2.56059 -0.30344 -4.69110 0.3559 0.6172 0.6636
C -1.47437 2.34574 -5.81500 0.6116 -0.1828 0.2547
H 4.17819 -0.34430 -2.45943 -0.1076 -0.0702 0.1626
H 1.64652 2.27916 -3.62918 0.1512 -0.0683 0.2499
H 0.75343 2.89995 0.65086 0.1299 -0.1521 0.2476
H -1.58896 3.38870 -6.15396 -0.1143 -0.5559 -0.0410
H 0.60785 -1.33923 -5.19209 0.3192 -0.2148 -0.0164
H -2.59906 1.45220 4.20889 0.1705 -0.0918 0.4038
H 2.97558 1.33916 0.68583 -0.2111 -0.1746 -0.0263
H 2.86371 -1.45640 -2.00456 0.1237 -0.2204 -0.0424
H 3.36809 1.99667 -3.35410 -0.1536 -0.0939 -0.0454
H -3.50681 2.54097 -5.11467 -0.0559 -0.3294 0.2099
H 3.01517 0.11592 -1.21296 -0.0777 -0.0823 -0.0152
H -0.64962 2.40902 2.90392 0.1702 -0.2917 -0.1664
H -1.83995 -2.76148 0.22996 0.2740 -0.1692 -0.4555
H 2.27888 0.49404 -5.39318 0.2211 -0.4128 0.0276
H 0.57079 1.92889 -5.13925 -0.6330 0.0947 0.4554
H 2.79848 -0.29581 2.83439 -0.0933 0.0335 -0.0959
H -3.01423 0.86348 -5.51795 -0.1817 0.2920 0.0061
H 3.58722 -0.62965 -4.83295 -0.0454 -0.2389 -0.3895
H 2.35203 -1.52861 0.53194 -0.0514 -0.3417 0.1620
H 0.48908 -2.40692 -1.19144 -0.2648 0.7198 0.0387
H -1.19174 1.71157 -6.67547 -0.2022 0.3598 0.4082
H -0.31362 -3.77695 2.25445 0.2229 0.1581 -0.3114
H -2.61193 2.30558 -2.95984 -0.1638 -0.2043 0.0228
H 1.37478 -2.02516 3.01354 -0.1145 0.2694 -0.1402
H -2.32749 1.86122 6.69794 -0.1083 -0.3100 -0.0063
H -2.08440 -2.43465 7.33464 0.1792 0.2067 0.1819
H -2.52514 0.54863 -3.28605 0.1090 0.1657 0.0594
H -2.07388 -0.08493 8.26580 -0.1433 0.0123 -0.4010
H 0.54735 0.33022 4.21946 0.2077 0.2145 -0.3453
H 1.73503 -2.29794 -4.12876 -0.1714 0.2988 -0.1018
H -0.21052 3.39550 -4.44226 0.2093 -0.5246 -0.0496
H 2.30195 1.98161 -1.98581 -0.3475 0.0546 -0.0575
```
Forces are in eV/Å.